Record 1
Below is the molecule C4H9NO, with properties calculated with ωB97M-V/def2-TZVPD.

Properties
energy above the lowest of the compared OMol25 structures with the same formula, charge and spin	68.36	kJ/mol
HOMO level	-9.391	eV
LUMO energy	0.88	eV
structure (SMILES)	CCN(C)C=O
maximum force	0.340	eV/A
orbital gap	10.268	eV

Each line ends with the Mulliken charge.
Atoms and positions in Å:
C  1.91  -0.02  0.15  -1.019
C  0.65  0.30  -0.65  -0.592
N  -0.58  0.12  0.11  0.167
C  -1.26  -1.15  -0.04  -0.885
C  -1.25  1.21  0.58  0.107
O  -0.88  2.36  0.46  -0.566
H  2.77  -0.12  -0.52  0.333
H  1.80  -0.97  0.70  0.289
H  2.12  0.77  0.87  0.276
H  0.59  -0.34  -1.54  0.361
H  0.67  1.34  -0.99  0.357
H  -0.59  -1.98  0.18  0.268
H  -1.63  -1.26  -1.07  0.335
H  -2.12  -1.20  0.64  0.306
H  -2.18  0.93  1.12  0.262

Record 2
Below is the molecule C4H9NO2, with properties calculated with ωB97M-V/def2-TZVPD.

Properties
energy above the lowest of the compared OMol25 structures with the same formula, charge and spin	188.61	kJ/mol
HOMO level	-8.971	eV
LUMO energy	0.90	eV
structure (SMILES)	O[C@H]1COCCN1
maximum force	0.299	eV/A
orbital gap	9.876	eV

Each line ends with the Mulliken charge.
Atoms and positions in Å:
O  -0.08  -0.88  1.93  -0.499
C  -0.65  0.12  1.11  0.155
C  0.40  1.17  0.63  -0.671
O  0.38  1.29  -0.77  -0.404
C  0.71  0.05  -1.37  -0.285
C  -0.32  -1.04  -0.97  -0.555
N  -1.29  -0.53  -0.01  -0.452
H  0.83  -0.65  2.16  0.310
H  -1.44  0.63  1.67  0.327
H  1.41  0.89  0.96  0.351
H  0.17  2.16  1.02  0.262
H  1.73  -0.25  -1.06  0.273
H  0.73  0.22  -2.45  0.303
H  0.17  -1.91  -0.52  0.264
H  -0.87  -1.40  -1.85  0.348
H  -1.90  0.14  -0.46  0.273

Record 3
Below is the molecule C4H9NO2, with properties calculated with ωB97M-V/def2-TZVPD.

Properties
energy above the lowest of the compared OMol25 structures with the same formula, charge and spin	77.65	kJ/mol
HOMO level	-9.937	eV
LUMO energy	0.76	eV
structure (SMILES)	C[C@@H](CO)NC=O
maximum force	0.421	eV/A
orbital gap	10.696	eV

Each line ends with the Mulliken charge.
Atoms and positions in Å:
C  1.04  -1.28  0.87  -1.626
C  -0.02  -0.37  0.26  0.320
C  -0.30  0.88  1.10  -0.539
O  -1.56  1.45  0.85  -0.556
N  0.38  -0.02  -1.11  -0.099
C  -0.52  0.35  -2.04  0.008
O  -1.71  0.51  -1.82  -0.623
H  1.23  -2.14  0.23  0.409
H  0.71  -1.65  1.85  0.394
H  1.99  -0.74  1.03  0.373
H  -0.96  -0.92  0.17  0.341
H  -0.27  0.61  2.17  0.315
H  0.52  1.60  0.93  0.245
H  -1.80  1.26  -0.07  0.405
H  1.36  -0.05  -1.37  0.257
H  -0.09  0.51  -3.05  0.378

Record 4
Below is the molecule C4H9NO2, with properties calculated with ωB97M-V/def2-TZVPD.

Properties
energy above the lowest of the compared OMol25 structures with the same formula, charge and spin	163.30	kJ/mol
HOMO level	-9.076	eV
LUMO energy	0.82	eV
structure (SMILES)	CNCC(=O)OC
maximum force	0.483	eV/A
orbital gap	9.898	eV

Each line ends with the Mulliken charge.
Atoms and positions in Å:
C  -2.57  0.20  0.16  -0.831
N  -1.51  -0.80  0.14  -0.423
C  -0.22  -0.31  0.57  -0.480
C  0.56  0.42  -0.52  0.630
O  0.04  0.78  -1.55  -0.542
O  1.85  0.76  -0.28  -0.337
C  2.76  -0.11  0.39  -0.590
H  -2.77  0.51  1.20  0.308
H  -3.49  -0.25  -0.22  0.311
H  -2.34  1.10  -0.44  0.313
H  -1.42  -1.12  -0.82  0.268
H  0.37  -1.13  0.98  0.286
H  -0.35  0.41  1.39  0.303
H  3.47  0.52  0.94  0.230
H  3.30  -0.69  -0.37  0.245
H  2.28  -0.80  1.09  0.310

Record 5
Below is a structure of composition C4H9NO2 at a distorted geometry, with properties calculated with ωB97M-V/def2-TZVPD.

Properties
energy above the lowest of the compared OMol25 structures with the same formula, charge and spin	546.17	kJ/mol
HOMO level	-9.384	eV
LUMO energy	-0.28	eV
maximum force	4.581	eV/A
orbital gap	9.101	eV

Each line ends with the Mulliken charge.
Atoms and positions in Å:
C  -1.70  1.27  0.15  -0.671
O  -0.43  1.33  0.76  -0.340
C  0.10  0.08  1.05  -0.805
C  0.46  -0.73  -0.24  0.579
N  1.00  -2.02  0.15  -0.147
O  0.12  -2.77  0.51  -0.312
C  1.51  0.05  -1.08  -1.219
H  -2.07  2.30  0.08  0.243
H  -1.65  0.85  -0.87  0.288
H  -2.41  0.67  0.74  0.304
H  -0.60  -0.53  1.64  0.373
H  0.99  0.27  1.68  0.359
H  -0.64  -1.51  -0.71  0.376
H  2.46  0.20  -0.53  0.287
H  1.12  1.04  -1.34  0.326
H  1.74  -0.50  -1.99  0.357

Record 6
Below is the molecule C4H9NO2, with properties calculated with ωB97M-V/def2-TZVPD.

Properties
energy above the lowest of the compared OMol25 structures with the same formula, charge and spin	87.01	kJ/mol
HOMO level	-9.791	eV
LUMO energy	0.84	eV
structure (SMILES)	C[C@@H](O)CNC=O
maximum force	0.374	eV/A
orbital gap	10.633	eV

Each line ends with the Mulliken charge.
Atoms and positions in Å:
C  1.90  -1.07  0.34  -1.393
C  0.82  -0.07  -0.02  0.568
O  0.56  -0.20  -1.41  -0.563
C  -0.49  -0.24  0.76  -0.745
N  -1.39  0.86  0.48  -0.192
C  -2.12  0.93  -0.67  0.008
O  -2.53  1.95  -1.18  -0.568
H  2.18  -0.97  1.39  0.374
H  2.78  -0.87  -0.28  0.336
H  1.59  -2.10  0.14  0.349
H  1.20  0.94  0.21  0.252
H  0.19  0.62  -1.74  0.337
H  -0.99  -1.16  0.44  0.303
H  -0.31  -0.32  1.84  0.324
H  -1.11  1.78  0.82  0.240
H  -2.29  -0.07  -1.11  0.371

Record 7
Below is the molecule C4H9NO2 at a distorted geometry, with properties calculated with ωB97M-V/def2-TZVPD.

Properties
energy above the lowest of the compared OMol25 structures with the same formula, charge and spin	456.14	kJ/mol
HOMO level	-9.517	eV
LUMO energy	0.01	eV
structure (SMILES)	NCCCOC=O
maximum force	9.452	eV/A
orbital gap	9.526	eV

Each line ends with the Mulliken charge.
Atoms and positions in Å:
N  2.75  -0.61  0.30  -0.628
C  1.33  -0.99  -0.14  -0.395
C  0.50  0.30  -0.80  -0.474
C  -0.65  0.80  0.30  -0.433
O  -1.57  -0.33  0.55  -0.259
C  -2.97  0.01  0.25  0.155
O  -3.42  -0.11  -1.03  -0.452
H  2.61  -0.34  1.32  0.287
H  3.01  0.29  -0.16  0.265
H  0.78  -1.43  0.82  0.243
H  1.37  -1.87  -0.94  0.228
H  -0.06  -0.13  -1.73  0.244
H  1.20  1.22  -1.02  0.341
H  -1.16  1.76  -0.13  0.331
H  -0.03  1.10  1.27  0.244
H  -3.69  0.33  1.15  0.303

Record 8
Below is the molecule C4H9NO2, with properties calculated with ωB97M-V/def2-TZVPD.

Properties
energy above the lowest of the compared OMol25 structures with the same formula, charge and spin	164.51	kJ/mol
HOMO level	-9.692	eV
LUMO energy	0.69	eV
structure (SMILES)	C[C@@H](CO)NC=O
maximum force	0.604	eV/A
orbital gap	10.384	eV

Each line ends with the Mulliken charge.
Atoms and positions in Å:
C  -1.09  1.50  -0.29  -1.470
C  -0.25  0.35  0.25  0.317
C  -1.03  -0.98  0.21  -0.577
O  -0.38  -2.06  0.82  -0.518
N  1.00  0.36  -0.54  -0.321
C  2.18  -0.16  0.06  0.043
O  2.41  -1.32  0.31  -0.494
H  -0.51  2.42  -0.23  0.353
H  -2.03  1.64  0.27  0.388
H  -1.36  1.31  -1.34  0.328
H  0.03  0.53  1.30  0.307
H  -1.97  -0.85  0.75  0.331
H  -1.30  -1.19  -0.85  0.287
H  0.52  -2.10  0.47  0.361
H  0.84  -0.08  -1.44  0.294
H  2.95  0.61  0.25  0.373

Record 9
Below is a cluster of 3 separate species, C4H9NO2 in total at a distorted geometry, with properties calculated with ωB97M-V/def2-TZVPD.

Properties
energy above the lowest of the compared OMol25 structures with the same formula, charge and spin	717.07	kJ/mol
HOMO level	-8.668	eV
LUMO energy	-4.75	eV
maximum force	1.104	eV/A
orbital gap	3.919	eV

Each line ends with the Mulliken charge.
Atoms and positions in Å:
C  -0.23  1.33  0.37  -1.197
C  -1.32  0.45  -0.15  1.051
C  -1.16  -0.04  -1.47  -0.534
C  2.59  0.15  0.04  0.097
O  2.63  0.93  1.01  -0.577
O  1.84  -0.85  -0.10  -0.556
N  -2.38  0.21  0.56  -0.469
H  0.44  1.63  -0.42  0.298
H  -0.65  2.26  0.73  0.444
H  0.30  0.81  1.16  0.297
H  3.30  0.38  -0.77  0.358
H  -1.94  -0.66  -1.90  0.251
H  -0.28  0.17  -2.06  0.260
H  -0.07  -2.85  1.65  -0.071
H  -3.02  -0.44  0.08  0.277
H  -0.05  -3.48  1.26  0.071

Record 10
Below is the molecule C4H9NO2 at a distorted geometry, with properties calculated with ωB97M-V/def2-TZVPD.

Properties
energy above the lowest of the compared OMol25 structures with the same formula, charge and spin	29.56	kJ/mol
HOMO level	-10.467	eV
LUMO energy	0.92	eV
structure (SMILES)	CCCOC(N)=O
maximum force	1.813	eV/A
orbital gap	11.389	eV

Each line ends with the Mulliken charge.
Atoms and positions in Å:
C  -1.89  0.78  -0.07  -1.101
C  -1.14  -0.29  0.72  -0.397
C  -0.28  -1.21  -0.21  -0.493
O  0.75  -0.48  -0.84  -0.411
C  1.74  -0.08  0.07  0.608
N  2.49  0.90  -0.50  -0.382
O  1.98  -0.61  1.12  -0.574
H  -2.52  1.37  0.59  0.343
H  -2.52  0.33  -0.83  0.308
H  -1.18  1.44  -0.56  0.280
H  -0.54  0.16  1.50  0.305
H  -1.85  -0.96  1.21  0.347
H  0.16  -2.00  0.40  0.320
H  -0.90  -1.61  -1.02  0.375
H  2.28  1.19  -1.44  0.220
H  3.41  1.06  -0.13  0.253

Record 11
Below is the molecule C4H9NO2 at a distorted geometry, with properties calculated with ωB97M-V/def2-TZVPD.

Properties
energy above the lowest of the compared OMol25 structures with the same formula, charge and spin	235.09	kJ/mol
HOMO level	-8.971	eV
LUMO energy	0.91	eV
structure (SMILES)	O=CCCNCO
maximum force	2.813	eV/A
orbital gap	9.877	eV

Each line ends with the Mulliken charge.
Atoms and positions in Å:
O  -2.38  1.17  -1.93  -0.469
C  -2.43  0.09  -1.40  0.002
C  -1.43  -0.32  -0.33  -0.463
C  -0.27  0.67  -0.27  -0.570
N  0.59  0.34  0.89  -0.317
C  1.65  -0.58  1.04  -0.401
O  2.90  0.07  0.58  -0.544
H  -3.15  -0.69  -1.72  0.344
H  -1.99  -0.17  0.60  0.238
H  -1.08  -1.34  -0.43  0.340
H  0.42  0.58  -1.13  0.300
H  -0.59  1.69  -0.19  0.394
H  0.90  1.24  1.24  0.202
H  1.77  -0.81  2.09  0.346
H  1.53  -1.34  0.26  0.308
H  3.55  -0.63  0.69  0.290

Record 12
Below is a cluster of 2 separate species, C4H9NO2 in total, with properties calculated with ωB97M-V/def2-TZVPD.

Properties
energy above the lowest of the compared OMol25 structures with the same formula, charge and spin	314.78	kJ/mol
HOMO level	-8.719	eV
LUMO energy	0.99	eV
maximum force	0.635	eV/A
orbital gap	9.712	eV

Each line ends with the Mulliken charge.
Atoms and positions in Å:
N  1.58  0.76  2.88  -0.167
C  0.96  0.51  1.73  -0.360
O  -0.16  -0.17  2.01  -0.390
C  -1.90  0.25  -0.61  -0.688
C  -1.03  -0.64  -1.07  -0.232
C  0.28  -0.27  -1.72  -0.164
O  0.33  -0.93  -2.97  -0.523
H  1.24  0.48  3.80  0.199
H  2.44  1.27  2.84  0.266
H  -2.83  -0.04  -0.14  0.297
H  -1.73  1.32  -0.69  0.241
H  -0.60  -0.29  1.15  0.428
H  -1.23  -1.71  -0.99  0.287
H  0.34  0.82  -1.82  0.259
H  1.10  -0.57  -1.05  0.244
H  1.21  -0.80  -3.35  0.303

Record 13
Below is a cluster of 2 separate species, C4H9NO2 in total at a distorted geometry, with properties calculated with ωB97M-V/def2-TZVPD.

Properties
energy above the lowest of the compared OMol25 structures with the same formula, charge and spin	275.20	kJ/mol
HOMO level	-9.790	eV
LUMO energy	0.81	eV
structure (SMILES)	CCC=O.NC=O
maximum force	2.281	eV/A
orbital gap	10.605	eV

Each line ends with the Mulliken charge.
Atoms and positions in Å:
C  0.89  2.01  -0.75  -1.094
C  0.02  0.94  0.01  -0.327
C  -0.20  0.17  -1.22  0.012
O  0.42  -0.82  -1.53  -0.514
H  1.87  2.01  -0.29  0.310
H  0.42  2.99  -0.67  0.310
H  1.06  1.84  -1.83  0.341
H  0.62  0.45  0.78  0.276
H  -0.88  1.38  0.46  0.381
H  -0.95  0.63  -1.90  0.375
N  -0.15  -2.49  1.17  -0.326
C  -0.98  -1.41  1.05  0.250
O  -1.91  -1.14  1.78  -0.602
H  -0.46  -3.23  1.77  0.214
H  0.83  -2.28  1.10  0.238
H  -0.60  -1.05  0.07  0.156

Record 14
Below is the molecule C4H9NO2, with properties calculated with ωB97M-V/def2-TZVPD.

Properties
energy above the lowest of the compared OMol25 structures with the same formula, charge and spin	88.29	kJ/mol
HOMO level	-9.928	eV
LUMO energy	0.67	eV
structure (SMILES)	C[C@H](N)CC(=O)O
maximum force	0.649	eV/A
orbital gap	10.597	eV

Each line ends with the Mulliken charge.
Atoms and positions in Å:
C  -0.78  -1.68  -0.48  -1.413
C  -0.47  -0.22  -0.21  0.265
N  -0.27  0.61  -1.41  -0.578
C  0.71  -0.05  0.76  -0.728
C  1.17  1.40  0.85  0.521
O  2.12  1.85  0.28  -0.489
O  0.46  2.18  1.74  -0.497
H  0.14  -2.28  -0.57  0.312
H  -1.34  -1.79  -1.40  0.391
H  -1.35  -2.12  0.34  0.349
H  -1.32  0.24  0.29  0.272
H  -1.08  0.46  -2.00  0.281
H  0.53  0.25  -1.94  0.233
H  0.38  -0.38  1.75  0.335
H  1.59  -0.60  0.45  0.397
H  -0.50  2.12  1.55  0.348

Record 15
Below is the molecule C4H9NO2, with properties calculated with ωB97M-V/def2-TZVPD.

Properties
energy above the lowest of the compared OMol25 structures with the same formula, charge and spin	144.65	kJ/mol
HOMO level	-9.597	eV
LUMO energy	0.62	eV
structure (SMILES)	CN(C=O)CCO
maximum force	0.949	eV/A
orbital gap	10.213	eV

Each line ends with the Mulliken charge.
Atoms and positions in Å:
C  -0.84  -0.07  -1.48  -1.015
N  -0.59  -0.29  -0.05  0.023
C  -1.73  -0.35  0.73  0.065
O  -2.81  -0.70  0.33  -0.523
C  0.52  0.45  0.54  -0.473
C  1.81  0.29  -0.26  -0.631
O  2.97  0.48  0.51  -0.527
H  -1.08  0.97  -1.68  0.337
H  0.05  -0.34  -2.05  0.339
H  -1.67  -0.71  -1.76  0.351
H  -1.53  -0.06  1.77  0.328
H  0.71  0.01  1.52  0.383
H  0.30  1.50  0.71  0.374
H  1.90  -0.74  -0.60  0.355
H  1.76  0.96  -1.12  0.302
H  2.98  1.38  0.89  0.313